{
  "formula": "C4H7NOS",
  "method": "wB97M-V/def2-TZVPD",
  "de_lowest_ev": 7.379,
  "lumo_ev": -1.186,
  "elements": ["S", "O", "N", "C", "C", "C", "C", "H", "H", "H", "H", "H", "H", "H"],
  "coordinates": [[-1.5034, 1.0838, 3.1094], [-1.4569, -0.2636, 2.0987], [-0.8490, -0.4736, -1.0369], [0.3837, -1.1278, -0.5911], [-1.4633, 0.6381, 0.9915], [-1.4009, 1.8977, 1.4669], [1.6862, -0.6232, -1.3567], [1.8497, 0.3932, -0.8872], [-0.5516, 0.5531, -1.2052], [0.5470, -0.9378, 0.5410], [-1.4448, 2.8485, 1.0665], [0.1386, -2.2290, -0.5882], [2.5473, -1.2163, -1.1451], [1.5172, -0.5431, -2.4636]],
  "forces_ev_per_angstrom": [[0.1, 1.2, -0.1], [-0.1, 1.7, -2.0], [0.3, 3.8, 2.7], [0.4, -0.9, 1.7], [1.1, -2.2, -1.5], [-0.4, -3.9, 1.4], [-2.2, 1.2, 0.5], [0.1, -0.9, -0.9], [-0.6, -1.8, -0.2], [-0.1, -0.2, -1.8], [0.0, 1.6, -0.4], [0.7, 0.9, -0.5], [0.5, -0.6, 0.1], [0.2, 0.0, 1.1]]
}

***

{
  "formula": "C4H7NOS",
  "method": "wB97M-V/def2-TZVPD",
  "smiles": "CS[C@@H]1CC=NO1",
  "de_lowest_ev": 2.204,
  "lumo_ev": 0.798,
  "elements": ["S", "O", "N", "C", "C", "C", "C", "H", "H", "H", "H", "H", "H", "H"],
  "coordinates": [[-1.8227, -0.5425, -0.3924], [0.5814, -0.0442, -1.5654], [1.5431, 0.6745, -0.8577], [0.7593, -0.9678, 0.5914], [-0.0549, -0.9740, -0.6997], [1.6194, 0.2351, 0.3527], [-1.6370, 1.1583, 0.0618], [0.1449, -0.8915, 1.4889], [-0.0354, -1.9520, -1.2179], [-1.0579, 1.6680, -0.7163], [2.2895, 0.6492, 1.0802], [1.3670, -1.8837, 0.6745], [-1.0455, 1.2590, 1.0080], [-2.6513, 1.6117, 0.1920]],
  "forces_ev_per_angstrom": [[0.1, -0.9, -0.6], [0.3, 0.1, 0.0], [0.1, 0.1, 1.5], [0.3, -0.2, 0.0], [-0.7, -0.6, 0.2], [-0.4, -0.4, -1.6], [0.5, 1.0, 0.9], [0.0, 0.0, -0.1], [-0.3, 0.5, 0.4], [-0.4, 0.1, 0.1], [0.3, 0.3, -0.1], [-0.1, 0.3, 0.1], [-0.7, 0.0, -0.6], [0.9, -0.4, -0.2]]
}

***

{
  "formula": "C4H7NOS",
  "method": "wB97M-V/def2-TZVPD",
  "de_lowest_ev": 6.164,
  "lumo_ev": -0.482,
  "elements": ["S", "O", "N", "C", "C", "C", "C", "H", "H", "H", "H", "H", "H", "H"],
  "coordinates": [[-0.7110, 1.6527, -0.5490], [-1.8338, 2.0526, -1.3689], [0.5755, -1.7502, -0.1788], [1.2662, -0.4652, -0.3954], [-1.1519, 0.0622, 0.3342], [0.1290, -0.6623, 0.6073], [0.8680, 0.2417, -1.5726], [0.4479, -0.7073, 1.6428], [1.6650, 0.8605, -2.0011], [-1.7729, -0.4600, -0.3924], [-1.7106, 0.2595, 1.2417], [2.2696, -0.4535, 0.0312], [-0.8434, 2.4755, 0.6327], [-0.0524, -1.9609, -0.9525]],
  "forces_ev_per_angstrom": [[0.2, -0.8, 1.4], [-0.7, 0.5, -0.9], [0.0, -1.0, 0.2], [0.7, 0.0, 0.1], [0.4, 0.5, -0.4], [-0.2, 0.0, 0.2], [-0.7, 0.6, 0.0], [0.0, 0.1, 0.0], [0.0, 0.1, 0.2], [0.0, 0.1, 0.0], [-0.1, 0.2, 0.0], [-0.1, 0.0, -0.1], [0.4, -0.6, -0.7], [0.1, 0.3, 0.0]]
}

***

{
  "formula": "C4H7NOS",
  "method": "wB97M-V/def2-TZVPD",
  "smiles": "C[C@H]1NC(=S)[C@H]1O",
  "de_lowest_ev": 2.441,
  "lumo_ev": 0.299,
  "elements": ["S", "O", "N", "C", "C", "C", "C", "H", "H", "H", "H", "H", "H", "H"],
  "coordinates": [[2.2879, 0.0678, -0.3135], [-0.8787, 1.6755, -0.0308], [-0.0671, -1.4411, 0.3136], [-2.1865, -0.2721, -0.8238], [0.7535, -0.3263, 0.2783], [-0.4645, 0.6169, 0.7760], [-1.3774, -0.6901, 0.4032], [-0.1150, 2.2842, 0.0270], [-0.2005, 0.7414, 1.8977], [-2.7252, 0.6504, -0.6059], [-1.9214, -0.9645, 1.3698], [-0.0004, -2.1602, -0.5236], [-1.6107, 0.1635, -1.6974], [-2.8846, -1.0867, -1.2021]],
  "forces_ev_per_angstrom": [[-2.3, -0.9, 1.0], [2.1, 0.8, 1.4], [-0.4, -1.1, -3.4], [-0.5, -1.0, -1.5], [-0.1, 1.5, -1.3], [0.8, -3.0, 0.4], [1.4, 2.3, 2.6], [-0.6, 0.1, -0.4], [-1.2, 0.6, -1.6], [-0.6, -0.5, 0.5], [0.1, -0.2, -1.9], [0.3, 1.6, 2.5], [0.0, -1.3, 1.0], [0.8, 1.1, 0.5]]
}

***

{
  "formula": "C4H7NOS",
  "method": "wB97M-V/def2-TZVPD",
  "de_lowest_ev": 3.423,
  "lumo_ev": 0.766,
  "elements": ["S", "O", "N", "C", "C", "C", "C", "H", "H", "H", "H", "H", "H", "H"],
  "coordinates": [[-0.9253, 1.9799, -2.0814], [-0.6123, -1.1351, -1.9271], [-0.3020, 0.9509, -0.8849], [-0.3226, 0.9470, 0.6566], [-0.4933, -0.5047, -0.9543], [-0.1554, -0.7055, 0.5356], [1.2490, -1.0784, 0.8418], [-1.1939, 1.4030, 0.9958], [0.7478, 1.1819, 1.0775], [1.4222, -2.0452, -0.0919], [-0.8803, -1.2423, 1.0098], [2.1830, -0.2042, 0.7936], [-2.1915, 1.8739, -1.8445], [1.4746, -1.4212, 1.8731]],
  "forces_ev_per_angstrom": [[1.9, 0.4, 0.2], [-0.8, -1.9, -1.4], [-0.9, -2.2, 1.0], [4.1, -2.4, -1.9], [2.4, 3.6, 1.1], [0.2, 4.6, -1.1], [3.8, -1.8, -2.3], [-1.2, 0.7, 1.2], [-2.6, 0.8, -0.5], [0.3, 2.8, 3.3], [-1.8, -1.6, 1.6], [-3.0, -2.3, -0.8], [-1.6, -0.2, 0.3], [-0.7, -0.4, -0.7]]
}

***

{
  "formula": "C4H7NOS",
  "method": "wB97M-V/def2-TZVPD",
  "smiles": "S/N=C/OC1CC1",
  "de_lowest_ev": 2.879,
  "lumo_ev": 0.887,
  "elements": ["S", "O", "N", "C", "C", "C", "C", "H", "H", "H", "H", "H", "H", "H"],
  "coordinates": [[3.3322, -0.0957, 0.0097], [-0.0765, 1.5279, -0.0612], [1.6232, -0.0410, -0.0640], [-1.3202, -0.6078, 0.8284], [-1.3253, -0.7273, -0.6937], [-1.2018, 0.6643, -0.0683], [1.2153, 1.1293, 0.0092], [3.3431, -1.4763, -0.1371], [1.8023, 2.0333, 0.2906], [-0.4508, -1.1220, -1.1904], [-2.0735, 1.2408, -0.1955], [-2.2576, -0.8743, -1.3690], [-2.2425, -0.8598, 1.4297], [-0.3677, -0.7915, 1.2116]],
  "forces_ev_per_angstrom": [[0.1, -1.9, -0.1], [0.0, -0.3, 0.0], [0.6, -0.7, -0.4], [-2.0, 1.2, -1.5], [-0.8, 0.8, -1.3], [0.0, -2.5, 0.4], [-1.5, 2.1, 1.0], [0.3, 1.2, 0.2], [-0.1, -0.6, -0.6], [0.1, -0.1, 0.3], [-0.7, 0.8, 0.0], [1.4, 0.2, 1.7], [1.3, 0.6, -0.7], [1.1, -0.8, 0.9]]
}

***

{
  "formula": "C4H7NOS",
  "method": "wB97M-V/def2-TZVPD",
  "de_lowest_ev": 3.715,
  "lumo_ev": 0.929,
  "elements": ["S", "O", "N", "C", "C", "C", "C", "H", "H", "H", "H", "H", "H", "H"],
  "coordinates": [[0.7372, -2.1022, 2.1588], [0.2679, 0.3054, -0.7765], [-0.2436, -1.6822, 0.9010], [1.6531, -0.6892, 2.2210], [0.0932, 0.1193, 0.5264], [-0.8467, 0.2781, -1.6008], [1.3487, 0.3124, 1.4004], [-0.9903, 0.3555, 0.8626], [-1.2088, -0.7053, -1.3174], [2.5679, -0.4755, 2.7648], [-0.4266, 0.3541, -2.7009], [1.6517, 1.3659, 1.6036], [0.0831, -2.1980, 0.0975], [-1.6612, 0.9850, -1.4643]],
  "forces_ev_per_angstrom": [[0.6, -1.4, 1.3], [2.0, 1.6, 0.4], [-0.5, 2.5, -1.4], [1.5, 1.5, -0.6], [-1.7, -2.8, 2.1], [0.3, -1.5, -2.3], [-2.5, 1.5, -0.6], [2.0, 0.5, -0.2], [-1.0, -0.4, -1.2], [-0.3, -0.8, 0.8], [-1.1, -0.3, 2.3], [0.2, -1.1, -0.5], [0.2, 0.0, -0.5], [0.4, 0.6, 0.5]]
}

***

{
  "formula": "C4H7NOS2",
  "method": "wB97M-V/def2-TZVPD",
  "smiles": "CCSC(=O)/C=N\\S",
  "de_lowest_ev": 2.391,
  "lumo_ev": -0.248,
  "elements": ["S", "S", "O", "N", "C", "C", "C", "C", "H", "H", "H", "H", "H", "H", "H"],
  "coordinates": [[0.4049, -0.8253, -0.0140], [-4.4904, 0.2628, 0.0938], [-1.2741, 1.2010, -0.1332], [-3.3554, -1.0834, 0.0659], [-1.1216, -0.0208, -0.0790], [-2.1147, -1.1421, -0.0648], [1.5898, 0.6130, 0.1084], [2.9790, -0.0010, 0.0439], [-1.7092, -2.1796, -0.2604], [3.7798, 0.7329, -0.1100], [1.4009, 1.3633, -0.7860], [-3.6406, 1.4282, -0.3633], [3.0836, -0.4059, 1.0867], [1.4466, 1.0189, 1.1137], [3.0213, -0.9620, -0.7015]],
  "forces_ev_per_angstrom": [[1.6, 0.9, 0.1], [3.3, 0.8, -0.8], [-0.4, -2.0, 0.2], [-2.6, 0.9, -0.1], [0.1, 1.4, -0.3], [0.1, -0.1, -0.6], [-0.7, 0.4, -2.1], [0.0, -2.6, 0.2], [-0.2, 1.1, 0.6], [-0.3, -0.3, -0.3], [0.0, -1.5, 2.1], [-1.4, -2.2, 1.0], [0.6, 0.0, -1.0], [-0.2, 0.5, -0.6], [0.2, 2.6, 1.6]]
}

***

{
  "formula": "C4H7NS",
  "method": "wB97M-V/def2-TZVPD",
  "smiles": "[H]/N=C(\\C)C(C)=S",
  "de_lowest_ev": 2.343,
  "lumo_ev": -1.254,
  "elements": ["S", "N", "C", "C", "C", "C", "H", "H", "H", "H", "H", "H", "H"],
  "coordinates": [[2.4193, 0.4127, 0.3924], [-1.5908, -0.3888, 0.3528], [-0.6275, 1.7450, -0.1252], [0.8754, -0.2518, 0.3307], [-0.4975, 0.3493, 0.3354], [0.9643, -1.7527, -0.0058], [1.3620, -1.9582, -0.9787], [-1.2120, 2.2719, 0.5924], [-2.4747, 0.0467, 0.0887], [1.4957, -2.3612, 0.6091], [-0.9202, 1.5894, -1.1671], [-0.0510, -2.0086, -0.2283], [0.2568, 2.3064, -0.1965]],
  "forces_ev_per_angstrom": [[-2.5, 0.5, 0.3], [3.2, -0.1, 0.5], [0.4, -0.2, -0.4], [3.0, -1.9, -0.3], [-2.4, -1.2, -0.9], [-2.9, 2.4, -2.1], [0.9, 0.7, -0.8], [-1.3, 0.6, -0.2], [0.5, 0.7, 0.3], [1.2, -1.5, 2.3], [-0.9, 0.8, 0.2], [-0.8, -1.1, 0.8], [1.6, 0.4, 0.1]]
}

***

{
  "formula": "C4H7NS",
  "method": "wB97M-V/def2-TZVPD",
  "smiles": "C=NC(=C)SC",
  "de_lowest_ev": 5.381,
  "lumo_ev": [-0.269, -0.116],
  "elements": ["S", "N", "C", "C", "C", "C", "H", "H", "H", "H", "H", "H", "H"],
  "coordinates": [[-0.9725, 0.4305, 1.3318], [-0.8998, 1.0257, -1.2156], [-1.1967, 0.9690, -2.4379], [0.1919, -0.4832, 2.3213], [1.1589, -0.6889, -0.3952], [-0.3423, 0.3234, -0.2637], [-1.4136, 1.8680, -2.9389], [1.4352, -0.8596, -1.3656], [-0.4805, -1.1231, 2.9900], [1.9570, -0.5055, 0.3075], [0.9637, 0.0829, 3.0183], [-1.1800, 0.1205, -3.1455], [0.7787, -1.1599, 1.7935]],
  "forces_ev_per_angstrom": [[-0.2, 0.5, 0.2], [0.1, -0.1, 0.3], [0.3, -1.0, -0.9], [-0.4, 0.4, 3.7], [-5.2, 3.2, 1.6], [5.6, -3.4, 0.2], [-0.5, 1.3, -0.4], [0.6, -0.1, -2.5], [1.0, 1.0, -0.6], [-0.2, 0.2, 0.2], [-1.9, -0.5, -1.6], [0.2, -0.3, 0.9], [0.7, -1.1, -1.3]]
}